[1]
Density functional theory data (wB97M-V/def2-TZVPD) for 5 unconnected molecules or ions with the total composition C40H72Br3FN3O13S.

Last column: Löwdin charge in e.
Atoms and positions in Å:
C: -3.282 -2.343 -2.739  -0.084
C: -2.283 -1.838 -1.677  -0.258
C: -2.626 -0.416 -1.205  -0.661
Br: -4.065 -0.474 0.136  0.784
N: -1.544 0.449 -0.821  -0.091
C: -0.830 1.203 -1.860  -0.215
C: -1.293 1.121 -3.323  -0.073
C: -0.101 0.887 -4.241  -0.165
O: 0.381 -0.441 -3.972  -0.041
C: 1.312 -0.926 -4.825  -0.355
O: 2.180 -1.643 -4.477  0.132
C: -0.681 2.653 -1.366  -0.148
C: -1.693 3.692 -1.849  -0.125
C: -3.194 3.353 -1.729  -0.205
C: -4.004 3.273 -3.033  -0.200
C: -3.796 4.456 -3.985  -0.222
S: -4.119 4.027 -5.668  0.594
O: -5.288 3.204 -5.754  -0.258
O: -3.972 5.185 -6.489  -0.258
O: -2.832 3.077 -5.876  -0.182
N: -0.458 2.637 0.168  -0.003
C: -1.526 3.232 1.097  -0.588
Br: -0.545 4.479 2.254  0.878
C: -2.450 2.276 1.881  -0.701
C: -2.417 2.324 3.410  -0.184
Br: -4.302 2.747 1.403  0.782
C: 0.224 1.324 0.582  -0.057
C: 0.806 1.401 2.010  -0.422
O: 0.280 0.936 2.970  0.138
N: 2.055 2.052 2.078  0.180
C: 3.009 1.426 2.942  -0.516
O: 3.889 0.762 2.581  0.232
F: 2.748 1.701 4.208  0.173
C: -0.543 0.025 0.156  -0.221
C: -0.967 -0.924 1.277  -0.159
C: 0.260 -1.750 1.735  -0.157
C: 0.546 -2.945 0.792  -0.143
C: 1.166 -4.155 1.510  -0.157
O: 0.361 -5.340 1.361  -0.053
C: 0.738 -6.183 0.362  -0.337
O: 1.706 -6.863 0.402  0.118
H: -2.840 -2.335 -3.739  0.075
H: -4.201 -1.750 -2.747  0.072
H: -3.583 -3.373 -2.535  0.080
H: -2.291 -2.535 -0.839  0.083
H: -1.279 -1.792 -2.117  0.114
H: -3.160 0.081 -2.013  0.065
H: 0.198 0.802 -1.892  0.136
H: -1.982 0.293 -3.496  0.123
H: -1.801 2.012 -3.689  0.091
H: -0.425 0.961 -5.285  0.135
H: 0.690 1.614 -4.041  0.119
H: 1.143 -0.622 -5.874  0.151
H: 0.284 3.010 -1.756  0.165
H: -1.393 3.911 -2.880  0.114
H: -1.484 4.624 -1.306  0.129
H: -3.309 2.393 -1.213  0.065
H: -3.677 4.089 -1.080  0.085
H: -5.066 3.245 -2.768  0.130
H: -3.822 2.334 -3.564  0.096
H: -4.485 5.287 -3.797  0.126
H: -2.780 4.855 -3.978  0.098
H: -3.001 2.532 -6.665  0.109
H: 0.299 3.316 0.284  0.108
H: -2.123 3.940 0.532  0.034
H: -2.337 1.248 1.534  0.023
H: -1.430 2.111 3.808  0.054
H: -3.089 1.540 3.773  0.091
H: -2.801 3.276 3.783  0.067
H: 1.111 1.329 -0.063  0.153
H: 2.510 2.108 1.171  0.145
H: 0.223 -0.549 -0.401  0.148
H: -1.705 -1.649 0.944  0.070
H: -1.374 -0.422 2.157  0.101
H: 0.026 -2.135 2.734  0.118
H: 1.167 -1.138 1.770  0.110
H: 1.271 -2.620 0.033  0.115
H: -0.358 -3.254 0.262  0.106
H: 2.173 -4.371 1.139  0.124
H: 1.253 -3.978 2.587  0.125
H: 0.044 -6.186 -0.494  0.149
C: -1.178 -3.276 6.974  -0.161
C: -1.947 -3.847 5.782  -0.164
C: -2.522 -2.581 5.166  -0.214
O: -1.586 -1.533 5.430  -0.162
C: -0.626 -1.980 6.397  -0.198
H: -0.395 -3.934 7.346  0.115
H: -1.863 -3.063 7.797  0.117
H: -1.256 -4.331 5.087  0.109
H: -2.715 -4.568 6.054  0.114
H: -3.479 -2.314 5.625  0.118
H: -2.664 -2.659 4.085  0.107
H: 0.334 -2.146 5.894  0.115
H: -0.488 -1.200 7.145  0.109
C: 4.995 -5.637 -2.307  -0.173
C: 4.701 -6.678 -1.228  -0.170
C: 4.412 -7.914 -2.069  -0.201
O: 5.208 -7.789 -3.250  -0.139
C: 5.743 -6.471 -3.341  -0.210
H: 5.578 -4.787 -1.952  0.107
H: 4.062 -5.259 -2.732  0.109
H: 5.587 -6.837 -0.610  0.117
H: 3.871 -6.418 -0.576  0.079
H: 3.356 -7.957 -2.354  0.116
H: 4.671 -8.846 -1.566  0.119
H: 6.816 -6.503 -3.119  0.117
H: 5.614 -6.109 -4.361  0.115
C: 2.487 2.459 7.773  -0.172
C: 2.636 2.245 9.278  -0.165
C: 1.371 1.462 9.603  -0.199
O: 1.069 0.691 8.436  -0.151
C: 1.863 1.139 7.339  -0.223
H: 3.428 2.666 7.265  0.109
H: 1.801 3.287 7.576  0.113
H: 3.521 1.640 9.486  0.115
H: 2.714 3.170 9.847  0.113
H: 0.531 2.133 9.812  0.118
H: 1.489 0.785 10.449  0.118
H: 2.634 0.388 7.130  0.119
H: 1.225 1.232 6.458  0.105
C: 1.479 4.847 -7.406  -0.156
C: 2.145 3.477 -7.515  -0.156
C: 2.083 2.990 -6.074  -0.203
O: 0.896 3.561 -5.507  -0.179
C: 0.383 4.577 -6.386  -0.193
H: 1.086 5.218 -8.350  0.119
H: 2.188 5.581 -7.018  0.118
H: 1.559 2.823 -8.164  0.117
H: 3.162 3.513 -7.899  0.118
H: 2.950 3.329 -5.500  0.123
H: 2.026 1.901 -5.998  0.098
H: -0.527 4.204 -6.864  0.107
H: 0.126 5.455 -5.793  0.120

Computed properties:
Charge: +1
Gap between HOMO and LUMO in eV: 7.33



[2]
Density functional theory data (wB97M-V/def2-TZVPD) for 3 unconnected molecules or ions with the total composition C40H73N4O3.

Last column: Löwdin charge in e.
Atoms and positions in Å:
C: 6.886 -2.654 3.810  -0.118
C: 6.999 -1.072 3.663  -0.244
C: 5.943 -0.605 2.578  -0.254
C: 6.446 -0.761 1.075  -0.194
C: 5.269 -0.265 0.129  -0.207
C: 4.915 -1.227 -1.078  -0.203
C: 4.895 -2.767 -0.736  -0.222
C: 3.910 -3.177 0.434  -0.198
C: 2.420 -3.098 -0.152  -0.199
C: 1.476 -3.806 0.948  -0.208
C: 0.296 -4.554 0.189  -0.217
C: -1.025 -4.695 1.073  -0.180
C: -1.669 -3.224 1.228  -0.214
C: -2.149 -3.009 2.716  -0.164
C: -2.581 -1.518 3.086  -0.117
C: -2.103 -0.437 2.064  -0.129
C: -0.872 0.306 2.359  0.045
C: -0.391 1.296 1.372  0.041
C: -1.198 1.469 0.131  0.083
C: -2.421 0.656 -0.029  -0.168
O: -3.122 0.854 -1.255  0.059
C: -2.534 -0.055 -2.122  -0.256
N: -2.045 -0.870 -2.771  0.217
N: -2.865 -0.272 0.906  0.034
C: -4.112 -1.013 0.597  0.024
H: 5.924 -3.038 3.369  0.062
H: 7.774 -3.132 3.316  0.071
H: 6.908 -2.905 4.907  0.068
H: 6.694 -0.615 4.654  0.101
H: 8.007 -0.704 3.335  0.106
H: 5.767 0.505 2.728  0.109
H: 4.937 -1.106 2.722  0.089
H: 6.851 -1.779 0.837  0.102
H: 7.311 -0.038 0.969  0.114
H: 4.371 0.017 0.757  0.098
H: 5.625 0.710 -0.335  0.100
H: 3.855 -0.960 -1.396  0.097
H: 5.549 -1.022 -1.991  0.114
H: 4.540 -3.301 -1.671  0.109
H: 5.918 -3.186 -0.486  0.103
H: 4.038 -2.561 1.367  0.093
H: 4.067 -4.274 0.682  0.116
H: 2.092 -2.040 -0.340  0.102
H: 2.353 -3.688 -1.109  0.110
H: 2.061 -4.468 1.638  0.109
H: 1.079 -2.941 1.573  0.097
H: 0.036 -4.059 -0.796  0.115
H: 0.706 -5.574 -0.095  0.120
H: -1.746 -5.309 0.471  0.109
H: -0.756 -5.128 2.072  0.111
H: -2.515 -3.177 0.476  0.104
H: -0.872 -2.512 0.879  0.092
H: -3.079 -3.648 2.843  0.128
H: -1.402 -3.378 3.466  0.118
H: -2.113 -1.257 4.084  0.126
H: -3.691 -1.376 3.236  0.125
H: -0.271 0.145 3.293  0.137
H: 0.561 1.852 1.556  0.128
H: -0.875 2.175 -0.669  0.138
H: -4.184 -2.019 1.079  0.103
H: -4.988 -0.411 0.999  0.121
H: -4.290 -1.160 -0.504  0.120
C: -10.500 -0.391 3.516  -0.030
C: -9.325 0.196 2.686  -0.474
C: -9.814 1.393 1.847  -0.136
C: -10.651 0.993 0.636  -0.177
C: -9.924 -0.047 -0.206  -0.136
C: -9.466 -1.270 0.607  -0.486
N: -8.722 -0.888 1.848  -0.050
O: -7.502 -0.496 1.485  -0.061
C: -10.698 -2.129 0.970  -0.038
C: -8.634 -2.188 -0.311  -0.046
C: -8.339 0.736 3.745  -0.051
H: -10.492 -0.027 4.545  0.081
H: -11.475 -0.126 3.105  0.076
H: -10.443 -1.478 3.592  0.083
H: -8.947 1.963 1.488  0.123
H: -10.393 2.073 2.476  0.128
H: -11.626 0.611 0.956  0.106
H: -10.857 1.878 0.029  0.117
H: -10.574 -0.365 -1.026  0.128
H: -9.058 0.432 -0.679  0.123
H: -10.417 -2.965 1.615  0.093
H: -11.149 -2.553 0.070  0.091
H: -11.491 -1.569 1.462  0.064
H: -7.779 -1.673 -0.754  0.069
H: -9.240 -2.551 -1.143  0.089
H: -8.265 -3.060 0.235  0.089
H: -7.944 -0.073 4.366  0.090
H: -8.846 1.446 4.404  0.089
H: -7.501 1.277 3.301  0.070
C: 4.204 4.348 -3.649  -0.037
C: 5.539 4.309 -2.855  -0.477
C: 6.240 5.680 -2.933  -0.138
C: 6.891 5.961 -4.284  -0.180
C: 7.808 4.815 -4.692  -0.136
C: 7.112 3.444 -4.661  -0.490
N: 6.391 3.196 -3.375  -0.061
O: 7.303 2.909 -2.446  -0.024
C: 6.127 3.348 -5.848  -0.044
C: 8.158 2.352 -4.961  -0.043
C: 5.111 4.082 -1.390  -0.054
H: 3.346 4.508 -2.993  0.074
H: 4.179 5.150 -4.388  0.074
H: 4.006 3.403 -4.160  0.080
H: 7.021 5.732 -2.162  0.126
H: 5.526 6.474 -2.704  0.124
H: 6.125 6.128 -5.049  0.103
H: 7.467 6.888 -4.224  0.115
H: 8.206 5.011 -5.692  0.126
H: 8.675 4.808 -4.021  0.126
H: 5.557 2.416 -5.811  0.090
H: 6.668 3.358 -6.798  0.088
H: 5.423 4.177 -5.901  0.060
H: 8.999 2.377 -4.266  0.079
H: 8.579 2.488 -5.959  0.087
H: 7.710 1.356 -4.924  0.089
H: 4.617 3.114 -1.269  0.079
H: 4.404 4.858 -1.077  0.084
H: 5.948 4.137 -0.693  0.078

Computed properties:
Charge: +1
2S+1: 3
Gap between HOMO and LUMO (alpha / beta) in eV: 5.73 / 6.42



[3]
Density functional theory data (wB97M-V/def2-TZVPD) for 3 unconnected molecules or ions with the total composition C40H77Cl2IN3O8P2S.

Last column: Löwdin charge in e.
Atoms and positions in Å:
C: -0.284 -1.135 2.049  -0.191
C: 0.688 0.100 1.576  -0.443
P: 0.506 0.687 -0.229  0.347
C: -0.056 -1.016 -0.955  -0.178
P: 1.503 2.579 0.384  0.501
O: 0.336 3.669 1.165  -0.483
I: 3.172 2.309 2.155  0.541
S: -1.523 1.506 -0.045  0.670
C: -2.106 1.677 1.716  -0.211
O: -2.604 0.592 -0.747  -0.477
O: -1.658 2.832 -0.899  -0.456
O: 0.371 1.594 -1.754  -0.458
C: 1.412 1.260 -2.786  -0.207
C: 1.583 2.572 -3.699  -0.457
Cl: 2.969 3.794 -3.824  0.512
C: 0.407 2.953 -4.588  -0.531
C: -0.992 2.126 -4.737  -0.123
Cl: 0.519 4.526 -5.633  0.441
C: 2.598 0.392 -2.079  -0.327
C: 4.073 1.006 -1.728  -0.104
C: 5.347 -0.004 -1.720  -0.173
C: 5.716 -0.734 -0.299  -0.319
C: 4.688 -1.914 0.178  -0.113
C: 6.123 0.341 0.919  -0.191
C: 5.746 -0.286 2.395  -0.261
C: 6.336 0.548 3.674  -0.096
C: 5.475 0.909 4.835  -0.309
C: 5.789 2.382 5.555  -0.117
C: 4.232 0.029 5.441  -0.116
N: 2.854 -0.677 -3.077  -0.134
C: 2.584 -2.072 -2.746  -0.103
C: 3.230 -0.300 -4.445  -0.254
C: 4.672 0.296 -5.009  -0.034
O: 2.303 -0.489 -5.429  -0.054
O: 2.097 0.045 -0.704  -0.366
H: 0.299 -2.149 1.902  0.069
H: -1.359 -1.128 1.586  0.058
H: -0.446 -1.039 3.228  0.084
H: 1.792 -0.347 1.662  0.065
H: 0.491 0.955 2.386  0.038
H: -0.111 -1.041 -2.123  0.069
H: -1.063 -1.425 -0.552  0.039
H: 0.775 -1.789 -0.582  0.063
H: 0.398 3.426 2.136  -0.003
H: -1.349 2.160 2.466  0.057
H: -3.091 2.352 1.708  0.071
H: -2.455 0.650 2.214  0.082
H: 0.792 0.447 -3.410  0.157
H: -0.883 1.237 -5.517  0.096
H: -1.858 2.818 -5.183  0.083
H: -1.419 1.729 -3.704  0.097
H: 4.401 1.934 -2.364  0.073
H: 3.987 1.422 -0.612  0.059
H: 6.307 0.674 -1.951  0.127
H: 5.380 -0.833 -2.543  0.099
H: 6.750 -1.297 -0.509  0.133
H: 5.167 -2.629 1.007  0.081
H: 4.556 -2.634 -0.767  0.080
H: 3.671 -1.548 0.627  0.073
H: 7.313 0.447 0.926  0.114
H: 5.715 1.419 0.723  0.056
H: 6.273 -1.357 2.422  0.111
H: 4.605 -0.477 2.569  0.066
H: 7.500 0.807 3.650  0.116
H: 6.199 2.277 6.649  0.068
H: 4.766 2.981 5.497  0.079
H: 6.554 2.948 4.868  0.073
H: 3.284 0.744 5.472  0.071
H: 3.948 -0.901 4.789  0.073
H: 4.407 -0.334 6.565  0.088
H: 1.517 -2.380 -3.186  0.103
H: 2.575 -2.407 -1.627  0.081
H: 3.352 -2.791 -3.304  0.109
H: 5.541 -0.514 -5.007  0.092
H: 4.988 1.234 -4.355  0.071
H: 4.555 0.643 -6.135  0.096
C: -6.186 4.290 -1.915  -0.031
C: -5.301 5.160 -0.974  -0.450
C: -4.712 4.315 0.195  -0.146
C: -5.655 4.069 1.362  -0.192
C: -6.282 5.376 1.832  -0.144
C: -7.000 6.125 0.681  -0.478
N: -6.104 6.343 -0.512  -0.024
O: -5.200 7.368 -0.175  -0.035
C: -8.266 5.316 0.286  -0.058
C: -7.585 7.461 1.239  -0.053
C: -4.079 5.539 -1.885  -0.044
H: -7.254 4.489 -1.837  0.050
H: -5.962 4.480 -2.972  0.077
H: -6.037 3.218 -1.737  0.092
H: -3.824 4.824 0.597  0.127
H: -4.354 3.348 -0.180  0.107
H: -6.423 3.341 1.083  0.107
H: -5.097 3.618 2.192  0.103
H: -6.986 5.163 2.646  0.119
H: -5.499 6.011 2.269  0.124
H: -8.784 5.782 -0.560  0.088
H: -8.980 5.276 1.118  0.083
H: -8.060 4.276 0.033  0.061
H: -6.821 8.101 1.694  0.074
H: -8.327 7.268 2.023  0.078
H: -8.086 8.032 0.448  0.083
H: -4.382 6.197 -2.708  0.081
H: -3.634 4.639 -2.328  0.088
H: -3.278 6.038 -1.326  0.080
C: -0.518 -7.687 -1.491  -0.034
C: 0.367 -6.816 -0.550  -0.457
C: 0.957 -7.661 0.619  -0.147
C: 0.014 -7.907 1.786  -0.194
C: -0.613 -6.601 2.256  -0.142
C: -1.332 -5.851 1.105  -0.472
N: -0.435 -5.633 -0.088  -0.016
O: 0.468 -4.609 0.248  -0.031
C: -2.597 -6.660 0.710  -0.055
C: -1.916 -4.515 1.663  -0.039
C: 1.590 -6.437 -1.461  -0.052
H: -1.585 -7.488 -1.413  0.055
H: -0.293 -7.497 -2.549  0.078
H: -0.369 -8.758 -1.314  0.085
H: 1.844 -7.152 1.021  0.120
H: 1.315 -8.628 0.244  0.117
H: -0.754 -8.635 1.507  0.103
H: 0.572 -8.358 2.615  0.113
H: -1.317 -6.813 3.070  0.122
H: 0.170 -5.966 2.693  0.125
H: -3.116 -6.194 -0.137  0.093
H: -3.311 -6.701 1.542  0.086
H: -2.391 -7.701 0.457  0.059
H: -1.152 -3.875 2.118  0.054
H: -2.659 -4.708 2.447  0.084
H: -2.417 -3.944 0.872  0.093
H: 1.287 -5.780 -2.284  0.086
H: 2.035 -7.337 -1.904  0.086
H: 2.391 -5.938 -0.903  0.073

Computed properties:
Charge: -1
2S+1: 3
Gap between HOMO and LUMO (alpha / beta) in eV: 6.74 / 5.96



Molecular weight (g mol⁻¹)
1093.80, 658.05, 1019.89